Entry 1:
DFT (the ωB97M-V functional and the def2-TZVPD basis) results for C44H33AsN3O6P2S3W as an isolated structure at a distorted geometry.

Geometry (Å):
1 W -0.34495 -1.06002 -0.79529
2 C 1.32499 -2.46716 1.83149
3 P -0.23485 -1.48754 1.86537
4 C -1.37165 -2.36896 3.00546
5 C -2.10828 -1.68676 3.97285
6 C -2.97889 -2.36606 4.80446
7 C -3.12895 -3.74443 4.67993
8 C -2.41220 -4.42843 3.71206
9 C -1.54400 -3.73991 2.86864
10 C 0.39024 -0.21414 3.12912
11 C 0.81145 -0.74758 4.35717
12 C 1.43076 0.04891 5.30356
13 C 1.63560 1.40372 5.05774
14 C 1.20094 1.94510 3.86382
15 C 0.58554 1.13647 2.90767
16 C 2.17741 -2.12224 0.63994
17 C 3.45134 -2.54636 0.37805
18 C 3.87935 -1.86801 -0.79457
19 C 2.85382 -1.05981 -1.20010
20 C 2.89220 -0.05493 -2.34146
21 P 1.67748 1.21375 -1.83183
22 C 1.16177 2.32926 -3.19781
23 C 1.34222 3.71164 -3.15533
24 C 0.74853 4.54233 -4.09858
25 C -0.05024 4.00841 -5.09822
26 C -0.26113 2.63618 -5.13556
27 C 0.32660 1.80980 -4.19009
28 C 2.86264 2.24457 -0.86258
29 C 2.74637 2.30313 0.51880
30 C 3.66723 3.00978 1.28677
31 C 4.72097 3.66770 0.67465
32 C 4.86876 3.59198 -0.70732
33 C 3.95485 2.87728 -1.46427
34 N 1.77697 -1.20477 -0.31711
35 H 1.02935 -3.51677 1.79225
36 H 1.90110 -2.30353 2.73784
37 H -2.00931 -0.61228 4.06482
38 H -3.54713 -1.82021 5.54681
39 H -3.81433 -4.27665 5.32763
40 H -2.52864 -5.49931 3.60284
41 H -1.01876 -4.27449 2.08853
42 H 0.63839 -1.79082 4.58741
43 H 1.75342 -0.38964 6.23984
44 H 2.12097 2.02584 5.79900
45 H 1.33227 3.00145 3.66206
46 H 0.25031 1.57514 1.98253
47 H 4.01988 -3.24372 0.97532
48 H 4.84254 -1.94287 -1.27687
49 H 2.66487 -0.50380 -3.30719
50 H 3.89000 0.38058 -2.38359
51 H 1.92897 4.16223 -2.36708
52 H 0.90692 5.61209 -4.03934
53 H -0.52212 4.65609 -5.82635
54 H -0.90549 2.20344 -5.89062
55 H 0.11766 0.74659 -4.21660
56 H 1.93229 1.77720 0.99624
57 H 3.55570 3.03663 2.36374
58 H 5.43168 4.23077 1.26676
59 H 5.70072 4.08692 -1.19327
60 H 4.08963 2.81061 -2.53845
61 S -0.65686 1.42231 -0.11967
62 C -1.87474 1.86900 1.03941
63 C -1.79178 3.16730 1.55283
64 C -2.70432 3.63199 2.48466
65 C -2.57263 4.97957 3.00204
66 N -2.44543 6.04784 3.40745
67 C -3.72645 2.79061 2.92931
68 C -3.80927 1.49634 2.45283
69 C -2.89095 1.00736 1.50834
70 S -2.92023 -0.60066 0.95242
71 C -4.70674 3.25714 3.89435
72 N -5.49488 3.60514 4.65497
73 H -1.00136 3.82565 1.21318
74 H -4.59386 0.84456 2.81287
75 O -4.26816 -1.88005 -2.38607
76 As -2.64240 -2.35705 -1.88643
77 O -1.87610 -0.72458 -1.92678
78 O -0.73726 -2.39799 0.47897
79 C -2.13340 -2.98081 -3.70927
80 C -3.12792 -3.52211 -4.50816
81 C -2.80629 -4.16150 -5.70447
82 C -1.49546 -4.28712 -6.10618
83 C -0.47698 -3.75644 -5.31410
84 C -0.81657 -3.10669 -4.14265
85 S 0.52285 -2.54840 -3.10705
86 O 1.74711 -2.97460 -3.68984
87 O 0.16975 -3.03868 -1.74036
88 O 0.38346 -1.06974 -2.90164
89 H -4.62066 -1.33179 -1.67011
90 H -4.16068 -3.42987 -4.19768
91 H -3.59835 -4.57724 -6.31647
92 H -1.25138 -4.80082 -7.02715
93 H 0.56418 -3.84306 -5.59125

Properties
E_tot ... -6492.45360 hartree
Spin multiplicity ... 3
ΔE to the lowest compared entry with this formula, charge and spin ... 118.6 kJ/mol
HOMO-LUMO gap (alpha / beta) ... 6.161 / 5.829 eV
LUMO level (alpha / beta) ... 1.6 / 0.8 eV
Net charge ... -1
Largest force on an atom ... 2.97 eV Å⁻¹

Atom charges from the Löwdin analysis, given in e for atoms 1 to 5: 1.40, -0.20, 0.87, -0.34, -0.12


Entry 2:
DFT (the ωB97M-V functional and the def2-TZVPD basis) results for one molecule with the formula C9H12N2 at a distorted geometry.

Geometry (Å):
1 C -3.35382 -0.23388 0.63623
2 C -1.56192 -0.80993 -0.29264
3 C -1.26538 0.43008 0.22197
4 C 1.07437 -1.00134 1.33116
5 C 0.04354 1.19860 0.22866
6 C 1.22959 0.27729 0.52380
7 C 1.38234 -0.97184 -0.12012
8 C 0.20426 1.87864 -1.10481
9 C 2.22695 -1.74663 -1.07016
10 N -2.82277 -1.19532 -0.06148
11 N -2.49508 0.81268 0.85441
12 H -4.37554 -0.29275 0.87832
13 H 1.81815 -1.49162 1.93808
14 H 0.06240 -1.27113 1.53500
15 H -0.02853 1.96805 0.93408
16 H 2.14983 0.83247 0.70743
17 H 0.47707 1.02548 -1.85032
18 H 1.17901 2.45258 -1.09470
19 H -0.61321 2.57860 -1.38240
20 H 1.95280 -1.63969 -2.09676
21 H 2.03532 -2.85834 -0.94811
22 H 3.29942 -1.58020 -1.19809
23 H -2.61879 1.63824 1.43044

Properties
E_tot ... -459.43662 hartree
Spin multiplicity ... 1
ΔE to the lowest compared entry with this formula, charge and spin ... 658.7 kJ/mol
HOMO-LUMO gap (alpha / beta) ... 7.496 / 9.057 eV
LUMO level (alpha / beta) ... 0.0 / 0.5 eV
Largest force on an atom ... 3.08 eV Å⁻¹

Atom charges from the Löwdin analysis, given in e for atoms 1 to 5: -0.22, 0.02, -0.22, -0.05, -0.31